Entry 1:
36
Properties=species:S:1:pos:R:3 method="wB97M-V/def2-TZVPD" e_lumo_ev=2.086 charge=-1 e_homo_ev=-3.42
Na 0.77 0.20 2.25
Br 3.12 -0.32 3.97
O -0.69 -0.79 3.91
H -1.66 -0.68 3.81
O -0.74 1.45 1.01
S -1.80 2.37 0.58
O -1.67 3.33 -0.51
O -3.25 1.62 0.46
C -3.24 0.18 0.44
C -4.73 -0.27 0.40
C -2.26 3.39 2.09
H -2.77 -0.33 1.28
H -2.63 -0.14 -0.40
H -5.13 -0.25 -0.61
H -5.29 0.42 1.03
H -5.02 -1.24 0.81
H -2.70 2.83 2.92
H -2.92 4.21 1.80
H -1.35 3.83 2.48
C 2.11 -3.49 -1.69
O 2.90 -2.40 -1.22
P 2.62 -0.84 -1.43
O 1.72 -0.41 -0.34
O 4.09 -0.16 -1.38
C 4.78 -0.06 -0.14
O 2.25 -0.75 -3.05
C 0.99 -0.16 -3.43
H 1.89 -4.13 -0.83
H 2.71 -4.08 -2.39
H 1.17 -3.21 -2.16
H 4.26 -0.66 0.61
H 4.77 0.99 0.16
H 5.83 -0.35 -0.05
H 0.30 -0.17 -2.58
H 0.44 -0.81 -4.11
H 1.09 0.89 -3.72



Entry 2:
28
Properties=species:S:1:pos:R:3 method="wB97M-V/def2-TZVPD" e_lumo_ev=0.702 charge=0 smiles=CC(C)N([SiH2][SiH2]Cl)C(C)C e_homo_ev=-8.23
C 0.06 -1.22 -1.91
C 0.85 1.07 -2.17
C -2.49 0.93 0.98
C -1.44 -1.09 1.67
C -0.21 0.21 -1.53
C -1.58 -0.22 0.44
N -0.37 0.42 -0.09
Si 1.01 0.80 0.96
Si 3.01 -0.53 1.26
Cl 3.59 -1.11 -0.56
H -0.33 -1.93 -1.18
H -0.34 -1.45 -2.88
H 1.10 -1.40 -1.85
H 1.06 0.93 -3.27
H 1.82 1.07 -1.53
H 0.79 2.19 -2.04
H -2.75 1.65 0.22
H -3.42 0.43 1.25
H -2.08 1.52 1.84
H -2.35 -1.48 2.09
H -1.07 -0.52 2.55
H -0.82 -1.98 1.35
H -1.18 0.51 -1.97
H -1.96 -0.73 -0.51
H 3.38 -1.72 2.06
H 0.53 0.75 2.30
H 1.52 2.26 0.74
H 3.70 0.66 1.77



Entry 3:
35
Properties=species:S:1:pos:R:3 method="wB97M-V/def2-TZVPD" e_lumo_ev=-2.637 charge=+1 e_homo_ev=-13.60
Cs -1.26 2.48 -2.20
C -1.62 -1.93 -0.42
O -2.75 -1.10 -0.26
P -2.49 0.18 0.71
O -1.45 1.15 0.33
O -3.82 1.03 0.61
C -5.16 0.38 0.65
O -2.43 -0.62 2.11
C -2.30 0.07 3.38
H -1.93 -2.70 -1.15
H -1.31 -2.39 0.52
H -0.81 -1.36 -0.84
H -5.32 0.20 1.73
H -5.23 -0.54 0.11
H -5.89 1.07 0.21
H -1.29 0.44 3.49
H -2.59 -0.65 4.17
H -2.92 0.96 3.48
C 1.92 0.82 1.33
O 2.23 -0.17 0.32
P 2.34 0.32 -1.20
O 1.22 1.10 -1.73
O 3.63 1.15 -1.43
C 4.92 0.86 -0.76
O 2.52 -1.15 -1.83
C 2.58 -1.17 -3.23
H 1.71 0.19 2.20
H 1.05 1.39 1.04
H 2.83 1.36 1.56
H 5.15 1.30 0.24
H 5.61 1.14 -1.55
H 4.91 -0.25 -0.78
H 3.43 -0.55 -3.53
H 1.70 -0.78 -3.78
H 2.83 -2.19 -3.48



no.,Kohn-Sham gap (eV)
1,5.504
2,8.931
3,10.960